# 1
{"formula": "C28H31N5O5PtSe", "method": "ωB97M-V/def2-TZVPD", "symbols": ["Pt", "C", "O", "C", "C", "C", "C", "C", "C", "N", "C", "N", "C", "C", "C", "C", "C", "C", "O", "C", "N", "C", "C", "C", "C", "C", "C", "O", "C", "H", "H", "H", "H", "H", "H", "H", "H", "H", "H", "H", "H", "H", "H", "H", "H", "H", "H", "H", "H", "H", "H", "C", "N", "C", "C", "N", "C", "C", "Se", "H", "H", "H", "H", "H", "H", "H", "H", "O", "C", "O", "H"], "xyz": [[-0.64554, 0.54586, -1.45008], [1.59454, -3.50460, 2.53829], [2.60769, -2.49189, 2.60173], [2.47424, -1.53270, 3.57994], [3.47721, -1.44861, 4.53597], [3.42021, -0.49351, 5.53420], [2.34321, 0.38113, 5.59186], [1.34805, 0.31085, 4.63546], [1.41396, -0.62118, 3.60255], [0.35747, -0.62704, 2.64288], [0.43101, -0.53902, 1.29704], [1.68197, -0.60030, 0.73651], [2.12459, -0.33519, -0.51925], [1.31318, -0.08378, -1.64422], [1.95588, 0.09761, -2.85336], [3.36249, 0.04671, -2.97453], [4.16670, -0.14757, -1.87641], [3.57784, -0.30886, -0.62999], [4.21230, -0.44657, 0.51647], [5.58746, -0.06547, 0.68541], [-0.64432, -0.48118, 0.57042], [-1.92009, -0.26272, 1.12281], [-2.92613, -1.21010, 0.95303], [-4.20489, -0.95523, 1.41173], [-4.49627, 0.27402, 1.99076], [-3.50958, 1.23065, 2.16785], [-2.20759, 0.96342, 1.76643], [-1.15276, 1.78900, 1.92302], [-1.37860, 3.05398, 2.53567], [2.08440, -4.40573, 2.17800], [0.79414, -3.23199, 1.84597], [1.17154, -3.69586, 3.52429], [4.28278, -2.16964, 4.48910], [4.19981, -0.45081, 6.28209], [2.28212, 1.11900, 6.37946], [0.50681, 0.99298, 4.67324], [-0.55975, -0.42804, 3.01715], [2.42468, -0.92249, 1.35545], [1.37029, 0.26602, -3.74707], [3.82367, 0.17805, -3.94453], [5.23879, -0.19642, -1.99339], [6.15445, -0.10080, -0.23965], [6.01573, -0.75669, 1.40479], [5.61328, 0.94471, 1.09255], [-2.67350, -2.14854, 0.47514], [-4.97366, -1.71033, 1.32392], [-5.50542, 0.48214, 2.31906], [-3.75713, 2.18284, 2.61579], [-0.40125, 3.51901, 2.62956], [-1.82680, 2.93827, 3.52465], [-2.02048, 3.67707, 1.91052], [-2.59150, -2.41524, -3.91119], [-2.68808, -1.18433, -4.68035], [-2.70268, -1.06781, -6.04533], [-2.78386, 0.25555, -6.33363], [-2.81928, 0.92981, -5.14123], [-2.84599, 2.37606, -4.97065], [-2.75672, 0.04285, -4.13643], [-2.91672, 0.45439, -2.29411], [-2.46277, -3.25567, -4.58641], [-3.49946, -2.56243, -3.32804], [-1.74309, -2.35986, -3.23139], [-2.67318, -1.91971, -6.70164], [-2.82405, 0.76116, -7.28224], [-3.04497, 2.84774, -5.92810], [-1.88727, 2.72684, -4.58927], [-3.62783, 2.65455, -4.26693], [-2.03631, 2.64485, -0.51267], [-1.20370, 3.28279, -1.17686], [-0.27405, 2.78247, -1.86909], [-1.22720, 4.38556, -1.12273]], "forces_ev_per_angstrom": [[0.0, 0.8, 0.5], [-0.1, -0.2, 0.0], [0.0, 0.2, -0.2], [-0.1, 0.0, 0.1], [0.0, 0.0, 0.0], [0.0, 0.0, 0.0], [0.0, 0.0, 0.0], [0.0, 0.1, -0.1], [0.3, 0.0, 0.1], [0.3, -0.2, -0.2], [-0.9, -0.2, 0.7], [0.8, 0.1, -0.3], [-0.4, -0.3, 0.3], [-0.1, 0.3, -0.5], [-0.3, -0.1, 0.3], [0.4, -0.1, 0.2], [0.2, 0.1, -0.5], [0.0, -0.1, 0.2], [-0.3, 0.1, -0.2], [0.5, 0.1, 0.1], [0.3, 0.7, -1.2], [-0.5, 0.2, 0.6], [0.2, 0.1, 0.1], [-0.1, 0.0, 0.0], [0.0, -0.2, 0.0], [0.0, 0.1, 0.1], [0.1, -0.3, -0.2], [0.1, 0.0, 0.2], [-0.1, 0.1, 0.0], [0.0, 0.0, 0.0], [0.0, 0.0, 0.0], [0.0, 0.0, 0.0], [0.0, 0.0, 0.0], [0.0, 0.0, 0.0], [0.0, 0.0, 0.0], [0.0, 0.0, 0.0], [-0.1, -0.1, -0.1], [-0.1, 0.0, 0.2], [0.0, 0.1, 0.0], [0.0, 0.0, 0.0], [0.0, 0.1, 0.0], [-0.1, -0.1, 0.0], [-0.1, 0.0, 0.0], [-0.1, 0.0, 0.0], [0.0, 0.0, 0.0], [0.0, 0.0, -0.1], [0.0, 0.0, 0.0], [0.0, 0.0, 0.0], [0.0, 0.0, 0.0], [0.0, 0.0, 0.0], [0.0, -0.1, 0.0], [-0.1, -0.3, 0.2], [0.0, 0.3, 0.1], [0.0, 0.0, -0.2], [0.0, -0.1, -0.1], [0.1, -0.2, 0.2], [0.0, 0.4, 0.1], [0.0, -0.1, 0.1], [-0.1, -0.3, -0.2], [0.0, 0.1, -0.1], [0.0, 0.0, 0.0], [0.0, 0.0, -0.1], [0.0, 0.0, 0.0], [0.0, 0.0, 0.0], [0.0, -0.1, 0.0], [0.0, -0.1, 0.0], [0.0, 0.0, 0.0], [0.4, -0.1, -0.7], [-0.7, 0.5, 1.1], [0.4, -1.1, -0.2], [0.0, -0.1, -0.2]], "relative_energy_kcal_mol": 0.0, "charge": 2, "max_force_ha_per_bohr": 0.0272, "multiplicity": 5}

***

# 2
{"formula": "C4H3Br3N3", "method": "ωB97M-V/def2-TZVPD", "symbols": ["C", "N", "C", "Br", "N", "C", "Br", "N", "C", "Br", "H", "H", "H"], "xyz": [[2.11280, -0.35970, 0.43592], [0.69891, 0.06079, 0.36671], [0.39466, 1.24644, 0.04742], [1.48517, 2.80236, -0.33257], [-0.90549, 1.59809, -0.07150], [-1.78544, 0.76186, -0.36641], [-3.57012, 1.26312, -0.36338], [-1.59063, -0.65415, -0.51944], [-1.98100, -1.75894, -0.42466], [-2.11736, -3.43196, -0.25003], [2.45227, -0.52937, -0.64875], [2.65577, 0.33704, 1.05779], [2.15046, -1.33558, 1.06892]], "forces_ev_per_angstrom": [[-0.9, -2.0, 0.3], [0.9, 0.8, -0.4], [2.1, -0.8, 0.2], [-0.1, -1.0, 0.2], [-2.2, -0.1, -0.5], [-0.1, 0.7, 0.7], [-0.3, -0.2, -0.2], [-1.4, -1.8, 0.2], [1.8, 4.2, -0.5], [-0.5, -2.1, 0.2], [0.0, 0.4, 1.9], [0.6, 0.5, -0.5], [-0.1, 1.4, -1.5]], "total_energy_ha": -8040.142400, "smiles": "C/N=C(Br)/N=C(/Br)[N+]#CBr", "charge": 1, "max_force_ha_per_bohr": 0.0899}

***

# 3
{"formula": "C47H47N8OSSeSiYb", "method": "ωB97M-V/def2-TZVPD", "symbols": ["Yb", "C", "C", "C", "C", "C", "C", "C", "C", "C", "C", "C", "C", "C", "C", "C", "N", "H", "H", "H", "H", "H", "H", "H", "H", "H", "H", "C", "C", "C", "C", "C", "C", "N", "N", "Si", "C", "C", "C", "H", "H", "H", "H", "H", "H", "H", "H", "H", "H", "H", "H", "H", "H", "H", "C", "N", "N", "C", "O", "C", "C", "C", "C", "C", "C", "C", "C", "C", "H", "H", "H", "H", "H", "H", "H", "H", "H", "H", "H", "H", "S", "Se", "N", "C", "C", "C", "C", "N", "C", "N", "H", "H", "H", "C", "C", "C", "C", "C", "C", "C", "H", "H", "H", "H", "H", "H", "H"], "xyz": [[0.58989, 0.63986, -0.57387], [-3.02611, 3.02036, -2.52247], [-3.31001, 2.34836, -3.69977], [-2.66321, 1.15756, -3.95827], [-1.74571, 0.62586, -3.04477], [-1.36451, 1.31776, -1.86457], [-2.05441, 2.52766, -1.66477], [-1.17081, -0.69664, -3.32497], [-1.90611, -1.63534, -4.08017], [-1.35821, -2.84614, -4.40997], [-0.04601, -3.14094, -3.98617], [0.61009, -4.33894, -4.31477], [1.89189, -4.57644, -3.88057], [2.55179, -3.61544, -3.11507], [1.93179, -2.43924, -2.77157], [0.61409, -2.16584, -3.18497], [0.04809, -0.97804, -2.85017], [-3.55381, 3.94226, -2.29087], [-4.02561, 2.74846, -4.41197], [-2.85331, 0.65486, -4.89957], [-1.82151, 3.11766, -0.78527], [-2.91781, -1.40354, -4.38297], [-1.90851, -3.57164, -4.99857], [0.08369, -5.07174, -4.91657], [2.38449, -5.50974, -4.12187], [3.56189, -3.80584, -2.77747], [2.43229, -1.69864, -2.16797], [3.10409, 0.48156, -3.86847], [3.11979, 1.76886, -3.09457], [4.10359, 2.70536, -3.36137], [4.11499, 3.88196, -2.61147], [3.14449, 4.08566, -1.67467], [2.13549, 3.10336, -1.44967], [2.17899, 1.93506, -2.16657], [1.13069, 3.22636, -0.59757], [0.86179, 4.60476, 0.37693], [0.45249, 6.18466, -0.66277], [2.27179, 5.11886, 1.58803], [-0.62171, 4.36696, 1.54983], [3.50509, 0.62726, -4.87177], [2.09009, 0.09456, -3.91657], [3.72359, -0.25954, -3.36457], [4.85339, 2.51396, -4.11567], [4.88769, 4.62506, -2.77977], [3.12349, 4.98316, -1.08157], [1.27209, 6.45836, -1.32127], [0.23699, 7.03936, -0.02687], [-0.41631, 6.01166, -1.29047], [3.10109, 5.62756, 1.10343], [2.66199, 4.21416, 2.04413], [1.90229, 5.76176, 2.38393], [-1.55061, 4.19216, 1.02183], [-0.75661, 5.24406, 2.17743], [-0.43671, 3.51576, 2.19173], [-2.52071, -0.59354, 5.50503], [-2.55081, 0.05426, 4.22633], [-1.47691, -0.00994, 3.35443], [-1.58651, 0.98886, 2.39893], [-0.81221, 1.11786, 1.44773], [-2.75361, 1.73036, 2.78033], [-3.28281, 1.15476, 3.89563], [-4.47151, 1.55566, 4.69273], [-0.56811, -1.08874, 3.36523], [0.79569, -0.81984, 3.35293], [1.68729, -1.87744, 3.38533], [1.23009, -3.18164, 3.43513], [-0.13121, -3.44094, 3.42543], [-1.03771, -2.40014, 3.39023], [-1.68331, -1.29024, 5.52243], [-3.44391, -1.15474, 5.66673], [-2.39981, 0.12766, 6.32163], [-3.12881, 2.57426, 2.24333], [-4.96421, 2.38796, 4.19973], [-4.18231, 1.86376, 5.69903], [-5.17551, 0.72986, 4.78103], [1.16159, 0.19556, 3.27063], [2.74449, -1.66784, 3.36673], [1.93449, -3.99884, 3.46043], [-0.49331, -4.45814, 3.42873], [-2.10031, -2.59514, 3.34753], [2.51859, 1.31006, 1.58483], [2.42749, -4.58464, 0.61233], [3.85709, -3.80744, 1.39873], [3.79019, -2.52654, 1.15513], [4.74069, -1.56134, 1.61033], [4.59059, -0.29364, 1.20173], [3.42809, 0.17146, 0.42153], [2.50109, -0.80934, -0.07507], [2.66679, -2.05654, 0.34423], [1.82429, -3.02354, -0.01147], [5.56239, -1.88434, 2.23743], [5.28869, 0.48086, 1.48963], [3.75529, 0.82546, -0.40677], [-1.14131, -1.94154, 0.12413], [-2.30501, -2.66314, 0.23803], [-3.43781, -2.20324, 0.98343], [-4.55081, -2.98184, 1.16003], [-4.64021, -4.25194, 0.59053], [-3.56941, -4.71414, -0.17977], [-2.44511, -3.95694, -0.35577], [-0.25981, -2.39754, -0.30107], [-1.01061, -1.03534, 0.70543], [-3.39521, -1.21004, 1.41753], [-5.38441, -2.60984, 1.75453], [-5.52471, -4.86494, 0.72933], [-3.63001, -5.69964, -0.63527], [-1.61541, -4.33314, -0.93907]], "forces_ev_per_angstrom": [[0.1, 0.7, 0.8], [-0.1, 0.1, 0.0], [-0.1, 0.1, -0.1], [0.1, -0.2, 0.0], [-0.1, 0.6, 0.5], [0.0, -0.2, -0.6], [0.1, -0.2, 0.2], [1.1, -0.1, 0.4], [0.0, -0.8, -0.4], [-0.1, 0.6, 0.2], [0.0, 0.4, 0.2], [0.3, -0.3, 0.0], [-0.5, -0.2, -0.4], [0.1, 0.6, 0.2], [0.3, -0.3, 0.0], [0.0, -0.5, -0.3], [-0.8, 0.5, 0.0], [0.1, 0.0, 0.0], [0.0, 0.0, 0.0], [0.0, -0.1, 0.0], [0.0, 0.0, 0.0], [0.0, 0.0, 0.1], [0.0, 0.0, 0.1], [0.0, 0.0, 0.0], [0.0, 0.0, 0.0], [0.0, 0.0, 0.1], [0.0, 0.0, 0.1], [0.0, 0.1, 0.1], [0.3, -0.2, -0.3], [0.0, -0.1, -0.1], [-0.1, 0.0, 0.1], [0.2, 0.1, 0.0], [-0.4, 0.2, 0.0], [-0.2, -0.2, 0.5], [-0.3, -0.4, 0.0], [-0.2, 0.8, 0.7], [0.2, -0.7, 0.2], [-0.3, -0.3, -0.5], [0.5, 0.0, -0.5], [0.0, 0.0, 0.0], [0.0, 0.0, -0.1], [0.0, -0.1, 0.0], [0.0, -0.1, -0.1], [0.0, 0.0, 0.0], [0.1, 0.2, 0.1], [0.2, 0.0, -0.1], [0.0, 0.1, 0.2], [-0.2, -0.1, -0.1], [0.1, 0.1, -0.1], [0.1, -0.2, 0.1], [-0.2, 0.2, 0.1], [-0.2, -0.1, -0.2], [0.1, 0.3, 0.1], [0.0, -0.3, 0.2], [0.0, -0.1, 0.4], [-0.3, 0.3, -0.4], [-0.1, 0.5, -0.2], [-0.1, -0.4, 0.3], [0.4, 0.0, -0.6], [0.0, 0.0, 0.1], [0.3, -0.3, -0.3], [0.1, -0.1, 0.0], [0.5, -0.6, 0.1], [-0.5, 0.1, 0.2], [0.0, 0.0, 0.1], [0.1, -0.1, 0.1], [-0.1, 0.0, 0.1], [0.0, 0.2, 0.0], [-0.1, 0.1, 0.0], [0.1, 0.0, 0.0], [0.1, 0.0, -0.1], [-0.1, 0.2, -0.1], [-0.1, 0.1, 0.0], [0.0, 0.0, 0.0], [-0.1, 0.0, 0.0], [0.0, -0.1, 0.1], [0.1, 0.1, 0.0], [0.1, 0.0, 0.0], [0.0, -0.1, -0.1], [-0.1, 0.0, -0.1], [0.0, 0.2, -0.5], [0.0, -0.1, -0.1], [0.5, 0.6, 0.2], [-0.2, -1.2, 0.0], [0.7, 0.6, 0.0], [0.2, -0.4, 0.1], [-0.1, 0.9, 0.1], [-0.3, 0.5, -0.4], [-1.1, -1.2, -0.6], [0.3, 0.4, 0.0], [0.0, 0.0, 0.0], [0.1, 0.0, 0.0], [0.1, -0.3, 0.2], [0.6, 0.6, -0.4], [0.1, 0.3, 0.0], [0.0, 0.2, 0.1], [-0.2, -0.1, 0.0], [-0.6, -0.4, 0.1], [-0.1, -0.1, 0.0], [0.1, -0.1, -0.1], [0.0, 0.0, 0.1], [-0.1, -0.1, 0.2], [0.0, 0.1, 0.0], [0.0, 0.0, 0.0], [0.0, 0.0, 0.0], [0.0, 0.0, 0.0], [0.1, -0.1, -0.1]], "relative_energy_kcal_mol": 14.0, "charge": -2, "max_force_ha_per_bohr": 0.0338, "multiplicity": 2}

***

# 4
{"formula": "C14H16BCoN6O3S2Se", "method": "ωB97M-V/def2-TZVPD", "symbols": ["Co", "B", "N", "C", "C", "C", "N", "N", "C", "C", "C", "N", "H", "H", "H", "H", "H", "H", "H", "H", "O", "S", "O", "O", "S", "C", "N", "C", "Se", "N", "C", "C", "C", "C", "C", "C", "H", "H", "H", "H", "H", "H", "H", "H"], "xyz": [[0.62491, 1.31825, 0.05630], [2.44810, 0.75274, 2.96206], [3.06200, 0.22447, 1.63490], [4.17695, -0.49466, 1.47168], [4.43201, -0.61797, 0.11394], [3.38769, 0.08543, -0.48727], [2.57430, 0.58622, 0.43801], [0.93797, 0.38215, 2.99598], [0.23996, -0.13731, 4.01047], [-1.10668, -0.12094, 3.67938], [-1.13343, 0.44714, 2.40443], [0.10064, 0.74634, 2.01054], [2.56442, 1.95534, 3.00271], [2.99580, 0.18582, 3.87934], [4.71632, -0.85553, 2.33110], [5.24918, -1.13140, -0.36155], [3.16938, 0.24702, -1.53092], [0.74820, -0.46625, 4.90116], [-1.93670, -0.46229, 4.27261], [-1.96384, 0.66252, 1.75140], [-1.58964, 3.48580, -2.17342], [-0.65704, 3.61734, -1.05896], [-0.51471, 4.95223, -0.53944], [-0.98259, 2.60523, 0.01391], [1.17262, 2.84970, -1.68819], [-2.35209, -2.58503, -2.80114], [-2.02786, -1.20540, -3.07270], [-1.12690, -0.44418, -2.39360], [-0.08870, -0.99554, -0.96532], [-1.14811, 0.77834, -2.93006], [-2.08129, 0.84549, -3.94462], [-2.49200, 1.89201, -4.75373], [-3.46625, 1.59979, -5.69522], [-4.01306, 0.31804, -5.81581], [-3.61071, -0.72195, -4.99081], [-2.63477, -0.42808, -4.05095], [-1.76118, -2.91403, -1.95055], [-2.12017, -3.20538, -3.66795], [-3.41230, -2.68009, -2.56230], [-0.56662, 1.55322, -2.59639], [-2.08210, 2.88228, -4.61508], [-3.82206, 2.38693, -6.34696], [-4.77485, 0.13553, -6.56258], [-4.04251, -1.71045, -5.07439]], "forces_ev_per_angstrom": [[0.0, 0.1, 0.1], [0.0, 0.0, 0.0], [0.0, 0.0, 0.1], [0.0, 0.0, -0.1], [0.0, 0.1, 0.1], [0.0, 0.0, 0.0], [0.0, 0.0, -0.1], [0.0, 0.0, 0.0], [-0.1, 0.0, 0.0], [0.1, 0.0, 0.0], [0.0, 0.0, 0.0], [0.0, 0.0, 0.0], [0.0, 0.0, 0.0], [0.0, 0.0, 0.0], [0.0, 0.0, 0.0], [0.0, 0.0, 0.0], [0.0, 0.0, 0.0], [0.0, 0.0, 0.0], [0.0, 0.0, 0.0], [0.0, 0.0, 0.0], [0.0, 0.1, 0.0], [0.1, -0.1, -0.2], [0.0, 0.0, 0.0], [0.0, 0.0, 0.0], [-0.2, 0.0, 0.0], [0.0, 0.0, 0.0], [0.0, 0.0, 0.0], [0.0, 0.0, 0.1], [0.0, 0.0, -0.1], [0.0, 0.0, 0.0], [0.0, 0.0, 0.0], [0.0, 0.0, 0.0], [0.0, 0.0, 0.0], [0.0, 0.0, 0.0], [0.0, 0.0, 0.0], [0.0, 0.0, 0.0], [0.0, 0.0, 0.0], [0.0, 0.0, 0.0], [0.0, 0.0, 0.0], [0.0, 0.0, 0.0], [0.0, 0.0, 0.0], [0.0, 0.0, 0.0], [0.0, 0.0, 0.0], [0.0, 0.0, 0.0]], "relative_energy_kcal_mol": 0.0, "charge": -1, "max_force_ha_per_bohr": 0.0042, "multiplicity": 4}